Here is a 2-piece molecular cluster, C4H12N2 overall from the OMol25 dataset. Energies are from wB97M-V/def2-TZVPD.

Each line ends with the natural charge from an NBO analysis.
Cartesian coordinates (Å):
H1 -1.565 1.062 1.205  0.2132
H2 -0.875 -2.092 0.110  0.1971
H3 0.833 -3.013 -0.214  0.1949
C1 0.219 -2.062 -0.032  -0.4119
H4 -0.423 -0.454 -2.862  0.1901
C2 -0.569 -1.310 -2.108  -0.3626
H5 -0.628 -2.176 -2.594  0.1680
H6 -0.911 0.957 3.097  0.2155
N1 0.751 2.500 0.385  -0.9015
C3 0.415 1.822 1.655  -0.0164
H7 0.645 -1.546 1.012  0.1976
H8 1.027 2.161 2.437  0.1665
C4 -0.759 1.224 2.003  -0.4319
H9 0.911 -0.260 -1.279  0.3935
N2 0.457 -1.188 -1.113  -0.6839
H10 -1.789 -1.169 -1.721  0.1157
H11 1.086 3.448 0.480  0.3736
H12 1.174 2.096 -0.460  0.3826

Results
structure (SMILES): C=CN.CNC
LUMO energy: 1.00 eV
energy relative to the best compared isomer or geometry (same formula, charge and spin): 3.8215 eV
HOMO-LUMO gap: 9.26 eV
HOMO level: -8.25 eV
charge: 0